9
Properties=species:S:1:pos:R:3:forces:R:3:lowdin_charge:R:1 method="wB97M-V/def2-TZVPD" homo_energy_ev="-6.7127 / -10.4378" orbital_gap_ev="6.20 / 7.74" e_above_lowest_kj_mol=110.7 e_tot_ha=-445.57195 multiplicity=3 e_lumo_ha="-0.0188 / -0.0992"
O 1.52687 -0.55738 -0.87230 -1.0 0.1 -0.9 -0.05
O 0.37570 1.28630 -1.57369 -0.4 -1.0 1.0 0.04
O 1.37201 -2.13612 0.90333 0.1 2.1 -0.9 0.05
N 1.32585 -0.98216 0.71942 0.8 -2.4 2.9 -0.02
N -1.47515 0.58667 0.21940 1.3 1.4 3.5 0.08
N -0.46650 -0.25630 -0.05257 -3.9 -1.4 1.2 -0.03
N 0.43934 0.22971 -0.86080 3.1 2.6 -3.3 -0.41
H -1.98138 0.19979 1.13383 1.2 1.1 -2.8 0.17
H -1.11674 1.62950 0.38337 -1.2 -2.4 -0.7 0.17

***

9
Properties=species:S:1:pos:R:3:forces:R:3:lowdin_charge:R:1 method="wB97M-V/def2-TZVPD" homo_energy_ev=-2.8016 orbital_gap_ev=7.80 total_charge=-1 e_above_lowest_kj_mol=372.7 e_tot_ha=-425.20088 multiplicity=1 e_lumo_ha=0.1835
O 1.11662 -1.09606 -1.51822 0.8 -0.3 -1.0 -0.16
O 1.53003 1.47201 -0.54981 2.1 1.0 -1.2 -0.07
N -0.26921 1.15239 0.66840 -0.7 0.1 0.3 -0.10
N 0.43105 -0.43569 -0.69045 -1.2 -1.0 0.7 -0.36
N 0.62172 0.74027 -0.21374 0.0 0.9 0.3 -0.40
N -0.89185 0.00001 1.07270 0.6 -2.2 1.9 -0.19
N -0.78300 -0.92314 -0.16027 -1.1 1.6 2.0 0.02
H -0.17431 -0.43556 2.12341 -1.9 0.5 -3.7 0.15
H -1.58106 -0.47423 -0.73202 1.3 -0.6 0.6 0.11